The molecule C3H5N3O, computed with wB97M-V/def2-TZVPD.

Each line ends with the Löwdin charge.
Geometry (Å):
C (-1.23, -0.45, -1.91)  -0.010
C (-0.61, -0.19, -0.59)  -0.411
N (-1.13, 0.40, 0.39)  0.079
N (-0.36, 0.52, 1.56)  0.027
C (0.89, 0.40, 1.44)  -0.217
N (1.54, 0.21, 0.23)  0.050
O (0.72, -0.64, -0.60)  -0.040
H (-1.38, -1.52, -2.09)  0.084
H (-2.25, 0.02, -1.89)  0.100
H (-0.63, -0.09, -2.75)  0.087
H (1.47, 0.53, 2.38)  0.130
H (2.43, -0.24, 0.21)  0.121

The energy above the lowest of the compared OMol25 structures with the same formula, charge and spin comes out at 386.7 kJ/mol. The LUMO energy is 0.7716 eV. As for the spin multiplicity: 1. Its max |F| is 1.63 eV Å⁻¹. As for the SMILES: CC1=NN=CNO1. Its HOMO energy is -8.939 eV.

=====

A structure of composition C3H5N3O, computed with wB97M-V/def2-TZVPD.

Each line ends with the Löwdin charge.
Geometry (Å):
N (2.07, -0.53, 0.22)  0.115
C (0.79, -0.18, 0.06)  -0.290
C (-0.42, 1.61, -0.31)  0.050
N (-1.39, 0.87, 0.05)  0.014
C (-1.11, -0.46, 0.27)  -0.633
O (-1.87, -1.18, 0.81)  0.130
N (-0.09, -0.98, -0.46)  0.113
H (2.49, -1.17, -0.44)  0.086
H (2.65, 0.15, 0.66)  0.086
H (-0.76, 2.62, -0.38)  0.021
H (-2.31, 1.15, 0.32)  0.154
H (0.02, -1.98, -0.52)  0.154

The energy above the lowest of the compared OMol25 structures with the same formula, charge and spin comes out at 612.1 kJ/mol. The LUMO energy is 0.8445 eV. As for the spin multiplicity: 1. Its max |F| is 5.71 eV Å⁻¹. Its HOMO energy is -6.223 eV.

=====

Among the records above, which one has the lowest energy above the lowest of the compared OMol25 structures with the same formula, charge and spin?
number 1